Here is an isolated ion of composition CHN2O4S and charge -1 at a distorted geometry from OMol25. Energies are from the ωB97M-V functional and the def2-TZVPD basis.

Each line ends with the Mulliken charge.
Atoms and positions in Å:
N 1.50 -1.08 1.08  -0.617
S 0.98 -0.60 -0.17  0.624
O 1.66 -0.78 -1.49  -0.639
N -0.76 -0.94 -0.39  -0.296
O -1.49 0.25 -0.04  -0.222
C -0.62 1.33 0.18  0.744
O -1.15 2.26 0.66  -0.573
O 0.55 1.14 -0.21  -0.323
H -0.66 -1.59 0.36  0.302

For the HOMO energy, the calculation gives -0.181 hartree. The total charge is -1. The value obtained for the frontier orbital gap is 8.86 eV. As for the multiplicity: 1. The SMILES is N#[S@@]1([O-])NOC(=O)O1.

Here is an isolated ion of composition CHN2O4S and charge -1 at a distorted geometry from OMol25. Energies are from the ωB97M-V functional and the def2-TZVPD basis.

Each line ends with the Mulliken charge.
Atoms and positions in Å:
C -0.95 -2.63 -0.21  0.567
N -0.51 -1.58 0.19  -0.182
N 0.36 -0.54 -0.16  -0.179
O -1.49 -3.63 -0.54  -0.549
O -0.26 2.00 -0.24  -0.664
O 1.14 2.44 -2.10  -0.559
O 0.30 -0.10 -1.47  -0.368
S -0.04 1.69 -1.66  0.575
H 0.35 0.39 0.44  0.359

For the HOMO energy, the calculation gives -0.150 hartree. The total charge is -1. The value obtained for the frontier orbital gap is 7.66 eV. As for the multiplicity: 1.

Here is an isolated ion of composition CHN2OS and charge -1 at a distorted geometry from OMol25. Energies are from the ωB97M-V functional and the def2-TZVPD basis.

Each line ends with the Mulliken charge.
Atoms and positions in Å:
N -1.58 -2.62 -0.10  -0.497
C -0.74 -1.93 -0.47  0.315
N 0.64 -1.42 -0.64  0.077
O 1.35 -1.83 -1.56  -0.524
S 0.23 0.68 -0.89  -0.447
H 1.31 0.52 -1.52  0.076

For the HOMO energy, the calculation gives -0.118 hartree. The total charge is -1. The value obtained for the frontier orbital gap is 7.10 eV. As for the multiplicity: 1. The SMILES is N#CN([O-])S.

Here is a 2-piece molecular cluster, CHN2P overall at a distorted geometry from OMol25. Energies are from the ωB97M-V functional and the def2-TZVPD basis.

Each line ends with the Mulliken charge.
Atoms and positions in Å:
C -1.90 0.01 -0.15  0.127
N -2.90 0.55 -0.12  -0.224
N 0.76 -1.07 -0.32  -0.240
P 1.28 0.31 0.00  0.210
H 2.76 0.19 0.58  0.127

For the HOMO energy (alpha / beta), the calculation gives -0.429 / -0.377 hartree. The value obtained for the frontier orbital gap (alpha / beta) is 9.37 / 6.46 eV. As for the multiplicity: 1.

Here is a 2-piece molecular cluster, CHN3O2 overall at a distorted geometry from OMol25. Energies are from the ωB97M-V functional and the def2-TZVPD basis.

Each line ends with the Mulliken charge.
Atoms and positions in Å:
C 0.41 1.23 1.87  0.143
N 0.29 2.35 1.75  -0.217
N 0.04 -0.27 -0.54  -0.024
N 0.10 -1.24 0.14  0.576
O 0.09 -2.29 0.64  -0.480
O -0.30 -0.32 -1.91  -0.376
H -0.62 0.53 -1.95  0.379

For the HOMO energy (alpha / beta), the calculation gives -0.414 / -0.340 hartree. The value obtained for the frontier orbital gap (alpha / beta) is 10.05 / 5.05 eV. As for the multiplicity: 1.

Here is one molecule with the formula CHN3O2 from OMol25. Energies are from the ωB97M-V functional and the def2-TZVPD basis.

Each line ends with the Mulliken charge.
Atoms and positions in Å:
O 1.85 -0.78 -0.01  -0.514
C 0.70 -0.46 -0.06  0.483
N 0.07 0.71 0.31  0.118
N -1.25 0.66 0.06  -0.234
N -1.52 -0.46 -0.42  0.049
O -0.36 -1.22 -0.51  -0.144
H 0.51 1.56 0.63  0.242

For the HOMO energy, the calculation gives -0.403 hartree. The value obtained for the frontier orbital gap is 11.61 eV. As for the multiplicity: 1. The SMILES is O=c1[nH]nno1.